Entry from the OMol25 dataset: an isolated molecule of CH2O2S2 at a distorted geometry (ωB97M-V/def2-TZVPD).

Results
DFT total energy, Eh: -986.02991
SMILES: OOC(=S)S
Energy above the lowest of the compared OMol25 structures with the same formula, charge and spin, kcal/mol: 64.9
HOMO level, eV: -9.91
LUMO level, eV: 0.182
Orbital gap, eV: 10.1
Max |F|, eV/Å: 4.585

Last column: Löwdin charge in e.
Geometry (Å):
1 C -0.3074 -0.0189 0.1133  -1.284
2 O 1.9001 0.7119 0.1726  -0.018
3 O 0.5184 0.9190 0.3030  -0.199
4 S -1.9191 0.6579 0.1263  0.861
5 S 0.2065 -1.5299 -0.1205  0.754
6 H -2.1696 -0.4120 -0.5902  -0.131
7 H 1.7710 -0.3280 -0.0045  0.017

***

Entry from the OMol25 dataset: an isolated molecule of CH2O3S2 at a distorted geometry (ωB97M-V/def2-TZVPD).

Results
DFT total energy, Eh: -1061.21685
Energy above the lowest of the compared OMol25 structures with the same formula, charge and spin, kcal/mol: 98.4
HOMO level (alpha / beta), eV: -9.52 / -9.45
LUMO level (alpha / beta), eV: -4.616 / -4.603
Orbital gap (alpha / beta), eV: 4.9 / 4.9
Max |F|, eV/Å: 4.139

Last column: Löwdin charge in e.
Geometry (Å):
1 C -0.6461 0.6921 -0.2773  -0.813
2 O 0.6673 -0.7964 1.5139  -0.474
3 O 1.4784 -2.3380 -0.1893  -0.389
4 O 0.2950 0.0359 -0.9096  -0.315
5 S -0.8992 2.3648 -0.7934  0.910
6 S 1.4383 -1.0018 0.2495  0.823
7 H -1.6994 0.3609 -0.4613  0.135
8 H -0.6344 0.6825 0.8673  0.123

***

Entry from the OMol25 dataset: a structure of composition CH2O4S at a distorted geometry (ωB97M-V/def2-TZVPD).

Results
DFT total energy, Eh: -738.37880
Energy above the lowest of the compared OMol25 structures with the same formula, charge and spin, kcal/mol: 44.5
HOMO level, eV: -10.18
LUMO level, eV: 0.290
Orbital gap, eV: 10.5
Max |F|, eV/Å: 8.130

Last column: Löwdin charge in e.
Geometry (Å):
1 C 0.5998 0.4743 0.0318  -0.604
2 O -1.4088 -0.6244 -1.5345  -0.181
3 O -1.2258 1.3122 -2.9246  -0.339
4 O -0.1761 1.2149 -0.5881  -0.140
5 O 1.1917 -0.4940 -0.2946  0.027
6 S -0.4588 0.3955 -2.1836  0.974
7 H 0.8628 1.1286 1.2894  0.212
8 H -1.0229 -1.4125 -1.2746  0.051